[1]
{
  "formula": "C3H6N2",
  "method": "ωB97M-V with the def2-TZVPD basis set",
  "species": ["H", "C", "H", "H", "H", "N", "H", "H", "C", "C", "N"],
  "coordinates": [[-0.07716, 2.31834, -0.55617], [0.71052, 1.60391, -0.31516], [-1.86655, -0.79010, 1.56795], [1.68725, 2.08464, -0.29894], [0.34169, -1.62252, -0.19263], [-0.13557, -1.07478, 0.57878], [-1.60948, -2.50695, 0.93256], [0.49036, 1.16764, 0.66313], [0.70361, 0.52105, -1.27408], [-1.23816, -1.48432, 1.02073], [0.99349, -0.21691, -2.12617]],
  "forces_ev_per_angstrom": [[0.1, 0.1, 0.0], [-0.6, 0.1, 0.7], [0.1, 0.0, 0.5], [-0.1, 0.0, -0.1], [-0.7, -0.1, 1.8], [0.3, 0.0, -1.5], [-0.2, 0.0, -0.4], [0.1, 0.2, -0.2], [1.6, -0.7, -2.1], [0.2, -0.6, 0.0], [-0.9, 0.8, 1.3]],
  "mulliken_charge": [0.2465, -0.7636, 0.2324, 0.2698, 0.2432, -0.4548, 0.2426, 0.3045, 0.4819, -0.3164, -0.4860],
  "smiles": "CC#N.C=N",
  "mol_weight_g_mol": 70.09,
  "gap_ev": 10.9,
  "energy_ev": -6186.8920,
  "multiplicity": 1,
  "de_lowest_ev": 1.6529,
  "charge": 0
}



[2]
{
  "formula": "C4H9N3O2S",
  "method": "ωB97M-V with the def2-TZVPD basis set",
  "species": ["H", "C", "N", "H", "C", "H", "H", "S", "N", "C", "N", "C", "H", "H", "H", "H", "O", "H", "O"],
  "coordinates": [[3.86912, -1.85524, -0.38773], [1.67948, 0.52476, 1.05289], [-2.49082, 0.65341, -0.40606], [-2.52113, 1.60250, -0.55476], [-3.63079, -0.20246, -0.32069], [3.60097, -1.59293, 1.19910], [-4.51748, 0.20782, 0.20246], [1.14690, 1.53216, -0.45415], [3.39711, -1.32158, 0.26525], [2.40351, -0.43524, 0.14907], [1.83442, 0.01173, -1.02309], [-1.33590, 0.24994, -0.03950], [2.39784, 1.12850, 1.63688], [2.06344, -0.18358, -1.99441], [0.75342, 0.41527, 1.68347], [-4.12447, -0.56644, -1.25260], [-0.69524, -0.59255, 0.44863], [-3.45791, -1.12181, 0.23600], [-0.37247, 1.54574, -0.44076]],
  "forces_ev_per_angstrom": [[0.8, -0.9, -2.4], [0.6, 2.0, 1.5], [0.0, -1.9, 0.3], [-0.8, 2.6, -0.9], [-3.5, -1.8, 0.2], [0.4, -0.2, 1.0], [0.9, 0.6, 0.0], [0.1, -1.8, 0.9], [-3.5, 3.1, 2.3], [-0.1, -0.9, -2.5], [0.3, 0.3, 0.5], [1.3, -0.3, 0.5], [-0.2, -0.2, -0.1], [0.2, -0.2, 0.0], [1.2, -0.9, -0.7], [1.2, 0.7, 0.0], [-0.6, -1.0, -0.1], [0.7, 0.2, 0.1], [0.8, 0.6, -0.7]],
  "mulliken_charge": [0.2305, -0.4878, -0.0423, 0.2501, -0.8349, 0.2733, 0.3453, 0.5282, -0.2702, 0.4518, -0.1566, 0.7190, 0.4557, 0.2928, 0.3622, 0.3347, -0.4404, 0.3121, -0.3237],
  "mol_weight_g_mol": 163.20,
  "gap_ev": 9.8,
  "energy_ev": -23675.0024,
  "multiplicity": 1,
  "de_lowest_ev": 0.0000,
  "charge": 2
}



[3]
{
  "formula": "C3H3NO3",
  "method": "ωB97M-V with the def2-TZVPD basis set",
  "species": ["O", "C", "H", "O", "H", "C", "N", "C", "H", "O"],
  "coordinates": [[-2.92081, -0.37561, -0.05139], [2.70075, 0.17357, 0.14720], [-1.52884, -2.11886, -0.37011], [3.62737, -0.56095, 0.01574], [-1.08360, 1.67537, 0.40439], [-0.99644, 0.68086, 0.12067], [-1.70680, -0.33095, 0.06197], [1.52117, 0.68886, -0.09605], [1.36706, 1.73083, -0.42242], [-0.97986, -1.56312, 0.19001]],
  "forces_ev_per_angstrom": [[-1.3, -0.6, -0.2], [0.4, -2.5, -1.2], [-0.2, -0.6, -0.2], [-1.1, 1.7, 1.0], [-0.7, 1.4, 0.1], [3.7, 0.2, 0.2], [0.4, -1.4, 0.5], [-0.7, 1.8, -0.4], [0.1, -0.8, 0.4], [-0.6, 0.9, -0.3]],
  "mulliken_charge": [-0.6246, 0.7418, 0.3407, -0.3786, 0.3853, -0.2459, 0.5675, -0.6747, 0.2501, -0.3617],
  "mol_weight_g_mol": 101.06,
  "gap_ev": [8.3, 7.0],
  "energy_ev": -10782.4181,
  "multiplicity": 1,
  "de_lowest_ev": 10.2825,
  "charge": 0
}



- The highest charge belongs to which entry?
  C4H9N3O2S